[1]
A 5-piece molecular cluster, C32H64NO12 overall. Source: OMol25; level of theory: ωB97M-V/def2-TZVPD.

Properties
- highest occupied orbital energy (eV) = -11.905
- total charge = +1
- DFT total energy (Ha) = -2215.14070
- Kohn-Sham gap (eV) = 8.00

Each line ends with the Löwdin charge.
Atoms and positions in Å:
C (1.62311, 6.46319, 3.09240)  -0.092
C (0.94115, 5.26118, 2.42687)  -0.248
C (1.61002, 3.91875, 2.78095)  -0.230
C (1.04691, 3.28294, 4.06840)  -0.166
C (2.07251, 2.78467, 5.11599)  -0.182
C (3.42701, 2.34007, 4.57640)  -0.217
C (3.33834, 1.25053, 3.51833)  -0.192
C (4.66876, 0.55769, 3.20522)  -0.182
C (5.75626, 1.53017, 2.74537)  -0.198
C (5.75579, 1.72112, 1.22811)  -0.179
C (6.89584, 2.56156, 0.65043)  -0.144
C (6.75983, 4.07439, 0.76932)  -0.233
C (6.62495, 4.63109, 2.20112)  -0.051
N (5.15651, 4.67771, 2.36547)  0.117
C (4.52469, 4.63651, 1.25601)  0.039
C (5.47480, 4.65141, 0.11286)  -0.258
C (4.99716, 4.13019, -1.24533)  -0.011
H (1.42142, 7.38505, 2.55227)  0.075
H (2.70998, 6.33207, 3.11369)  0.049
H (1.29856, 6.59616, 4.12280)  0.078
H (0.96092, 5.41080, 1.34739)  0.100
H (-0.09894, 5.22743, 2.74302)  0.110
H (1.43562, 3.23726, 1.94911)  0.106
H (2.68089, 4.10422, 2.87416)  0.042
H (0.43385, 4.03803, 4.56225)  0.108
H (0.35903, 2.47881, 3.81346)  0.093
H (2.22170, 3.57371, 5.85306)  0.110
H (1.63610, 1.94702, 5.66230)  0.111
H (3.97088, 3.22416, 4.22985)  0.064
H (4.01954, 1.94719, 5.40800)  0.128
H (2.92792, 1.62803, 2.57785)  0.102
H (2.62050, 0.50839, 3.87259)  0.107
H (5.00615, 0.02046, 4.09266)  0.117
H (4.49752, -0.18900, 2.43034)  0.115
H (5.62119, 2.48661, 3.24659)  0.065
H (6.73843, 1.15812, 3.04317)  0.125
H (5.83105, 0.72620, 0.78624)  0.125
H (4.79182, 2.11167, 0.88066)  0.110
H (7.85559, 2.24180, 1.05397)  0.130
H (6.93500, 2.35102, -0.41917)  0.109
H (7.63255, 4.53557, 0.30852)  0.153
H (7.03075, 3.99061, 2.97799)  0.131
H (7.03891, 5.63286, 2.30198)  0.142
H (4.72327, 4.71340, 3.28089)  0.150
H (3.44218, 4.60920, 1.21683)  0.141
H (5.68009, 5.72921, 0.01213)  0.171
H (4.03656, 3.62796, -1.17004)  0.088
H (5.73139, 3.45471, -1.66954)  0.081
H (4.87980, 4.96187, -1.93416)  0.089
C (-1.00208, -0.07181, 2.42051)  -0.053
C (-0.10833, -0.68225, 3.47892)  -0.220
O (-0.70417, -1.82352, 4.10645)  0.046
C (-0.62003, -2.96316, 3.41942)  -0.621
O (-0.09077, -3.10367, 2.34726)  0.120
O (-1.20159, -3.91796, 4.13625)  0.013
C (-1.15979, -5.22428, 3.55311)  -0.026
H (-1.98528, 0.15602, 2.83331)  0.092
H (-0.55979, 0.85253, 2.04469)  0.069
H (-1.13529, -0.74843, 1.57877)  0.068
H (0.05349, 0.02663, 4.29082)  0.110
H (0.86348, -0.95724, 3.06716)  0.114
H (-0.13947, -5.50014, 3.29712)  0.099
H (-1.78581, -5.26812, 2.66522)  0.080
H (-1.54837, -5.89984, 4.30819)  0.098
C (-6.68251, -0.43184, -2.01517)  -0.060
C (-6.82426, -0.32974, -0.51364)  -0.205
O (-6.31915, -1.51072, 0.13316)  0.043
C (-4.99810, -1.58820, 0.23480)  -0.612
O (-4.20242, -0.75210, -0.11249)  0.114
O (-4.69329, -2.76237, 0.78672)  0.019
C (-3.29221, -3.02280, 0.87019)  -0.023
H (-7.14595, -1.34772, -2.38240)  0.086
H (-7.15743, 0.41823, -2.50426)  0.084
H (-5.63214, -0.44765, -2.30292)  0.066
H (-7.87054, -0.27711, -0.22034)  0.123
H (-6.31475, 0.54978, -0.12135)  0.121
H (-2.77165, -2.19955, 1.35095)  0.069
H (-2.87786, -3.19383, -0.12245)  0.107
H (-3.18154, -3.92106, 1.46803)  0.082
C (-7.24103, -2.90204, -7.84776)  -0.061
C (-6.94748, -1.42075, -7.93574)  -0.206
O (-6.37975, -0.92039, -6.71221)  0.041
C (-5.08153, -1.14745, -6.55204)  -0.611
O (-4.34859, -1.69043, -7.33945)  0.113
O (-4.71667, -0.66395, -5.36521)  0.006
C (-3.34622, -0.89235, -5.03167)  -0.029
H (-7.87143, -3.11410, -6.98375)  0.083
H (-7.75927, -3.23371, -8.74708)  0.082
H (-6.32155, -3.47767, -7.74926)  0.074
H (-7.86540, -0.85188, -8.06714)  0.123
H (-6.28061, -1.19173, -8.76579)  0.123
H (-2.68869, -0.54507, -5.82599)  0.099
H (-3.17813, -1.95088, -4.84233)  0.080
H (-3.15014, -0.32885, -4.12408)  0.093
C (-0.18951, -6.52291, -1.73284)  -0.063
C (-1.58921, -6.92862, -2.14009)  -0.212
O (-2.26471, -5.87218, -2.84008)  0.031
C (-1.94804, -5.75338, -4.12959)  -0.615
O (-1.18359, -6.45179, -4.74007)  0.128
O (-2.62798, -4.72165, -4.62552)  -0.001
C (-2.38253, -4.44864, -6.00978)  -0.030
H (-0.21459, -5.59728, -1.15589)  0.076
H (0.26301, -7.30325, -1.12103)  0.080
H (0.43951, -6.36400, -2.60770)  0.076
H (-2.20638, -7.11970, -1.26422)  0.121
H (-1.58233, -7.82692, -2.75583)  0.124
H (-2.53331, -5.33483, -6.62141)  0.100
H (-1.36871, -4.07457, -6.14639)  0.103
H (-3.09143, -3.68087, -6.30487)  0.068

***

[2]
A 9-piece molecular cluster, C32H64NO18S6 overall at a distorted geometry. Source: OMol25; level of theory: ωB97M-V/def2-TZVPD.

Properties
- highest occupied orbital energy (eV) = -11.490
- total charge = +1
- DFT total energy (Ha) = -5055.18372
- Kohn-Sham gap (eV) = 9.61
- energy relative to the best compared isomer or geometry (same formula, charge and spin) (eV) = 3.173

Each line ends with the Löwdin charge.
Atoms and positions in Å:
N (12.85600, 16.37800, 4.96600)  0.326
H (11.84100, 16.37000, 4.96100)  0.093
H (13.21600, 15.83200, 5.93600)  0.190
H (13.05100, 17.29700, 4.85200)  0.033
H (13.24800, 15.90300, 4.17700)  0.085
C (11.82500, 10.37300, 8.77400)  -0.009
C (12.35600, 10.92200, 7.48200)  -0.285
C (11.42100, 10.74500, 6.38700)  -0.066
O (10.86200, 12.09700, 6.24600)  0.057
C (11.47400, 13.00900, 7.06900)  -0.584
O (11.26900, 14.17300, 7.14600)  0.164
O (12.42500, 12.39200, 7.72900)  0.089
H (12.42600, 10.65400, 9.66700)  0.108
H (11.66900, 9.26200, 8.57600)  0.114
H (10.72700, 10.59500, 8.80900)  0.110
H (13.27700, 10.68400, 7.29500)  0.091
H (10.57100, 9.93600, 6.38500)  0.198
H (11.92500, 10.56900, 5.62900)  0.019
C (15.86800, 10.31500, 4.75300)  -0.011
C (15.61400, 11.75200, 4.35000)  -0.384
C (14.18800, 12.04400, 3.95200)  -0.104
O (13.80500, 13.00800, 4.94700)  0.079
C (14.86000, 13.37700, 5.67400)  -0.589
O (14.95000, 14.38800, 6.36800)  0.121
O (15.84800, 12.69200, 5.32600)  0.153
H (15.11400, 9.90300, 5.54800)  0.113
H (16.90000, 10.24600, 5.32600)  0.136
H (15.75800, 9.89000, 3.76600)  0.084
H (16.04000, 12.07700, 3.39300)  0.160
H (13.55700, 10.96800, 3.91000)  0.163
H (14.13700, 12.26800, 2.73200)  0.173
C (14.47800, 15.88900, 10.75200)  -0.214
C (13.90100, 17.09800, 11.51100)  -0.163
C (13.17900, 17.87300, 10.37700)  -0.240
S (12.54700, 16.78500, 9.20900)  0.548
O (12.97100, 17.04200, 7.90800)  -0.287
O (11.20600, 16.59600, 9.47400)  -0.262
C (13.41300, 15.35200, 9.81500)  -0.184
H (14.71400, 15.14400, 11.36500)  0.065
H (15.43400, 16.22000, 10.38700)  0.096
H (14.65800, 17.82800, 12.03700)  0.153
H (13.31100, 16.70200, 12.33300)  0.107
H (13.90800, 18.51700, 9.89100)  0.094
H (12.39400, 18.64100, 10.56600)  0.129
H (13.89100, 15.04200, 8.76500)  0.131
H (12.89700, 14.57200, 10.19800)  0.070
C (8.07000, 16.16600, 8.45100)  -0.159
C (6.99000, 15.40000, 7.72600)  -0.273
C (7.35200, 15.11100, 6.33400)  -0.299
S (8.38300, 16.38200, 5.77500)  0.664
O (7.52900, 17.44700, 5.24500)  -0.349
O (9.43600, 15.80800, 4.92100)  -0.353
C (8.91600, 17.07900, 7.33500)  -0.172
H (8.95500, 15.36200, 8.60200)  0.141
H (7.77400, 16.72900, 9.32500)  0.105
H (6.21000, 16.29600, 7.49300)  0.167
H (6.59200, 14.56600, 8.34100)  0.130
H (6.44200, 15.21600, 5.76100)  0.106
H (8.14800, 14.21500, 6.09900)  0.163
H (8.49700, 18.21400, 7.26100)  0.161
H (9.86000, 16.86200, 7.31600)  -0.022
C (15.68100, 20.12000, 2.96700)  -0.204
C (15.25200, 20.56900, 1.62200)  -0.249
C (14.21800, 19.77500, 0.87100)  -0.214
S (14.67800, 18.16000, 1.45800)  0.679
O (15.38600, 17.63400, 0.34700)  -0.310
O (13.52400, 17.57800, 2.05600)  -0.303
C (16.01000, 18.67600, 2.67600)  -0.172
H (14.78100, 20.16800, 3.47100)  0.103
H (16.45600, 20.56500, 3.20700)  0.039
H (16.21100, 20.55700, 0.86000)  0.178
H (14.87300, 21.68600, 1.71200)  0.157
H (14.20000, 19.91900, -0.18800)  0.119
H (13.34400, 19.98300, 1.16100)  0.022
H (16.88600, 18.48500, 2.14000)  0.079
H (15.93300, 17.90000, 3.48100)  0.094
C (9.64800, 12.46600, 3.01200)  -0.209
C (10.79500, 11.80600, 2.24500)  -0.217
C (11.45100, 12.70400, 1.26600)  -0.261
S (10.84700, 14.29100, 1.58000)  0.647
O (10.35200, 14.97000, 0.41600)  -0.302
O (11.66800, 14.94800, 2.54400)  -0.307
C (9.31100, 13.72300, 2.33500)  -0.209
H (10.11500, 12.61600, 3.92400)  0.071
H (8.81800, 11.86500, 3.00300)  0.100
H (10.43000, 11.07000, 1.67800)  0.063
H (11.52600, 11.44700, 3.19500)  0.153
H (10.98400, 12.35900, 0.23300)  0.163
H (12.60000, 12.63700, 1.29600)  0.117
H (8.76700, 13.62400, 1.46800)  0.074
H (8.85900, 14.57400, 2.96800)  0.133
C (18.02700, 16.57300, 7.18900)  -0.260
C (18.41400, 17.29800, 5.93100)  -0.145
C (17.86600, 18.75000, 6.35300)  -0.187
S (16.31900, 18.47900, 7.15000)  0.705
O (15.42300, 18.05500, 6.05500)  -0.351
O (15.92200, 19.52000, 8.07600)  -0.309
C (16.78700, 16.94100, 7.94100)  -0.206
H (18.99100, 16.57900, 7.78300)  0.138
H (18.02600, 15.45800, 6.94700)  0.137
H (17.82500, 16.80900, 5.17300)  0.107
H (19.39900, 17.27800, 5.83200)  0.067
H (17.81200, 19.47900, 5.61200)  0.077
H (18.52700, 19.13000, 7.10600)  0.105
H (16.13900, 16.11000, 7.84200)  0.079
H (16.93000, 17.27100, 8.90800)  0.072
C (11.19900, 22.51300, 5.50100)  -0.164
C (12.45000, 22.54600, 6.49100)  -0.098
C (12.91200, 21.01000, 6.41600)  -0.178
S (11.33800, 20.10400, 6.52700)  0.640
O (11.05900, 19.90800, 7.91000)  -0.333
O (11.43100, 18.93600, 5.68800)  -0.326
C (10.18800, 21.40600, 5.94800)  -0.179
H (11.43400, 22.55400, 4.54500)  0.064
H (10.64700, 23.37300, 5.60700)  0.081
H (12.14700, 22.61500, 7.45600)  0.072
H (13.29100, 23.09100, 6.22000)  0.089
H (13.72400, 20.63000, 7.02800)  0.093
H (12.96900, 20.67300, 5.43800)  0.039
H (9.32400, 21.47600, 6.81100)  0.170
H (9.53900, 20.96100, 5.20500)  0.086